The following is a DFT calculation (ωB97M-V/def2-TZVPD) of a 3-piece molecular cluster, C4H9N3S overall.

Element x y z (Å)
C  2.025  0.071  0.486
C  0.961  1.167  -0.097
C  0.946  -1.101  0.125
C  -1.227  0.206  -0.114
H  3.014  -1.364  -1.121
H  3.926  -0.691  0.732
H  2.543  0.349  1.529
H  0.591  2.079  0.397
H  1.322  1.387  -1.224
H  0.553  -1.792  0.804
H  1.316  -1.664  -0.729
H  -1.278  2.142  -1.051
H  -2.729  1.606  0.282
N  3.310  -0.185  -0.255
N  0.041  0.106  -0.292
N  -1.576  1.651  0.241
S  -2.369  -0.945  0.008

Summary:
energy above the lowest of the compared OMol25 structures with the same formula, charge and spin	7.4483	eV
orbital gap	8.515	eV
E_tot	-19592.1879	eV
HOMO	-0.30477	Eh

---

The following is a DFT calculation (ωB97M-V/def2-TZVPD) of an isolated ion of composition C4H9N4 and charge +1.

Element x y z (Å)
C  -0.799  0.907  -1.789
C  0.129  0.550  1.077
C  0.367  1.709  0.111
C  0.487  -0.775  0.308
N  -1.785  0.383  -2.093
N  1.097  -0.563  -0.898
N  0.359  1.314  -1.220
N  -0.783  -1.625  0.088
H  0.779  0.649  2.019
H  -0.888  0.368  1.634
H  -0.414  2.487  0.339
H  1.322  2.150  0.263
H  1.109  -1.335  0.899
H  2.160  -0.475  -0.967
H  -1.520  -1.374  -0.488
H  -1.153  -1.718  1.080
H  -0.467  -2.651  -0.362

Summary:
energy above the lowest of the compared OMol25 structures with the same formula, charge and spin	4.9908	eV
orbital gap (alpha / beta)	8.759 / 8.767	eV
total charge	+1
E_tot	-10243.0075	eV
HOMO (alpha / beta)	-0.52576 / -0.52587	Eh

---

The following is a DFT calculation (ωB97M-V/def2-TZVPD) of C4H9N4 as an isolated structure.

Element x y z (Å)
C  0.023  0.607  -0.838
C  1.002  -1.871  0.118
C  -0.293  -1.130  0.510
C  -1.054  1.195  1.261
N  1.122  -0.556  -1.918
N  1.483  -1.467  -1.282
N  -0.368  0.239  0.314
N  -0.002  1.703  -1.543
H  1.873  -1.489  0.572
H  0.922  -2.925  0.056
H  -1.110  -1.640  -0.038
H  -0.262  -1.315  1.596
H  -2.013  1.402  0.891
H  -0.986  0.634  2.205
H  -0.510  2.125  1.586
H  0.506  1.844  -2.339
H  -0.332  2.644  -1.153

Summary:
energy above the lowest of the compared OMol25 structures with the same formula, charge and spin	3.4101	eV
orbital gap	9.916	eV
total charge	+1
E_tot	-10244.5883	eV
HOMO	-0.48890	Eh

---

The following is a DFT calculation (ωB97M-V/def2-TZVPD) of an isolated ion of composition C4H9N4O and charge +1.

Element x y z (Å)
C  -0.727  2.070  0.760
C  -0.204  -1.383  -2.058
C  1.484  1.452  1.683
C  -0.303  -2.032  -0.662
N  -1.653  1.634  0.018
N  -1.677  0.475  -0.296
N  0.214  1.036  0.973
N  -0.275  -0.080  0.526
O  0.378  -1.200  0.330
H  -0.682  3.048  1.206
H  -0.695  -2.224  -2.607
H  -0.846  -0.591  -2.116
H  0.814  -1.210  -2.371
H  1.679  0.561  2.489
H  2.343  1.251  0.971
H  1.291  2.433  2.067
H  0.195  -3.057  -0.548
H  -1.337  -2.185  -0.364

Summary:
energy above the lowest of the compared OMol25 structures with the same formula, charge and spin	5.3360	eV
spin multiplicity	3
orbital gap (alpha / beta)	8.767 / 8.035	eV
total charge	+1
E_tot	-12286.5517	eV
HOMO (alpha / beta)	-0.44479 / -0.57040	Eh
<S²>	2.0192

---

The following is a DFT calculation (ωB97M-V/def2-TZVPD) of an isolated ion of composition C4H9N4O2 and charge +1.

Element x y z (Å)
C  0.281  -1.060  0.880
C  1.253  0.446  -0.692
C  -0.753  -0.453  -0.151
C  -2.074  0.418  0.107
N  1.525  -0.414  0.352
N  -0.042  0.466  -1.016
N  2.308  0.995  -1.308
N  -2.451  0.901  1.297
O  -1.354  -1.591  -0.818
O  -2.738  0.662  -0.924
H  0.074  -0.861  1.884
H  0.357  -2.101  0.734
H  2.973  0.335  -1.513
H  1.963  1.778  -1.992
H  2.379  -0.831  0.617
H  -3.301  1.289  1.431
H  -2.028  0.717  2.196
H  -0.615  -1.796  -1.393
H  -2.452  0.133  -1.672

Summary:
energy above the lowest of the compared OMol25 structures with the same formula, charge and spin	0.0000	eV
orbital gap	9.790	eV
total charge	+1
E_tot	-14342.2037	eV
HOMO	-0.48206	Eh

---

The following is a DFT calculation (ωB97M-V/def2-TZVPD) of a 3-piece molecular cluster, C4H9N4O2 overall.

Element x y z (Å)
C  0.004  -1.842  -0.560
C  -1.224  1.108  1.201
C  -1.702  0.531  -1.206
C  0.472  1.300  -2.034
N  -0.281  -2.503  -1.488
N  -1.616  1.091  0.080
N  -0.758  0.540  -1.998
N  1.337  -0.423  2.659
O  0.252  -1.263  0.392
O  -0.939  1.073  2.305
H  -2.621  0.169  -1.439
H  1.023  1.201  -1.107
H  1.257  0.914  -2.759
H  0.218  2.332  -2.381
H  -0.624  -2.541  -2.400
H  2.306  -0.283  3.108
H  1.294  -1.088  1.824
H  0.789  0.463  2.312
H  0.813  -0.780  3.493

Summary:
energy above the lowest of the compared OMol25 structures with the same formula, charge and spin	0.7340	eV
orbital gap	9.472	eV
total charge	+1
E_tot	-14341.4697	eV
HOMO	-0.47596	Eh

---

The following is a DFT calculation (ωB97M-V/def2-TZVPD) of a 2-piece molecular cluster, C4H9N4O4S overall.

Element x y z (Å)
C  -1.327  -2.169  1.127
C  -1.423  0.322  -1.859
C  -1.243  2.044  1.195
C  1.395  0.901  0.084
N  -1.449  0.505  -0.453
N  -1.634  1.698  -0.147
N  -0.081  1.746  1.716
N  0.753  0.865  1.154
O  2.029  -1.765  -0.657
O  3.198  -0.868  1.328
O  3.596  0.070  -0.909
O  1.496  1.521  -0.914
S  2.522  -0.580  0.071
H  -0.299  -2.376  1.479
H  -2.031  -2.579  1.806
H  -1.599  -2.582  0.157
H  -2.055  1.131  -2.340
H  -1.675  -0.804  -2.196
H  -0.368  0.368  -2.169
H  -1.183  -1.049  1.017
H  -1.978  2.616  1.657
H  3.355  0.986  -1.148

Summary:
energy above the lowest of the compared OMol25 structures with the same formula, charge and spin	0.0000	eV
orbital gap	8.213	eV
total charge	-1
E_tot	-29276.9800	eV
HOMO	-0.17608	Eh

---

The following is a DFT calculation (ωB97M-V/def2-TZVPD) of a 2-piece molecular cluster, C4H9N4O4S2 overall.

Element x y z (Å)
C  0.037  -1.840  -0.262
C  -1.030  1.785  -0.141
C  -1.326  -0.346  -1.388
C  -1.202  -0.311  1.040
N  0.278  1.728  -0.789
N  -0.009  -0.789  -1.212
N  -0.412  -1.366  0.993
N  -1.661  0.429  -0.088
O  2.089  0.050  0.001
O  1.886  0.676  -2.277
O  2.348  -1.712  2.387
O  1.320  0.409  2.285
S  1.163  0.394  -1.111
S  1.347  -0.899  2.959
H  -0.689  -2.588  -0.665
H  1.020  -2.346  -0.148
H  -0.885  2.115  0.913
H  -1.789  2.411  -0.681
H  -1.407  0.294  -2.256
H  -1.881  -1.184  -1.597
H  -1.717  0.124  1.929
H  1.862  0.303  0.925
H  0.657  2.663  -0.817

Summary:
energy above the lowest of the compared OMol25 structures with the same formula, charge and spin	0.0000	eV
orbital gap	9.201	eV
total charge	+1
E_tot	-40104.6114	eV
HOMO	-0.52226	Eh

---

The following is a DFT calculation (ωB97M-V/def2-TZVPD) of a 2-piece molecular cluster, C4H9N4P2 overall.

Element x y z (Å)
C  -2.506  -1.624  -0.196
C  -3.003  -0.202  -0.104
C  -1.158  -1.564  -0.138
C  0.327  0.338  0.025
N  -2.004  0.645  0.029
N  -0.879  -0.182  0.024
N  0.950  1.480  -0.047
N  1.682  -1.099  0.243
P  0.391  3.190  -0.178
P  3.120  -0.515  -0.359
H  -3.120  -2.535  -0.291
H  -3.981  0.043  -0.111
H  -0.372  -2.154  -0.564
H  2.059  1.349  -0.008
H  1.317  -1.410  1.154
H  -0.952  2.817  -0.286
H  0.439  3.588  1.099
H  3.655  -1.645  -1.092
H  4.036  -0.521  0.801

Summary:
energy above the lowest of the compared OMol25 structures with the same formula, charge and spin	1.9583	eV
orbital gap	9.067	eV
total charge	+1
E_tot	-28820.5605	eV
HOMO	-0.48897	Eh

---

The following is a DFT calculation (ωB97M-V/def2-TZVPD) of C4H9N4P3 as an isolated structure.

Element x y z (Å)
C  -2.063  0.128  0.244
C  -1.356  0.665  -1.045
C  -1.214  -0.115  1.472
C  -0.242  -0.292  -1.472
N  3.899  0.270  0.205
N  2.047  -1.583  -0.290
N  1.683  1.676  -0.165
N  -0.010  -0.888  1.168
P  3.285  1.713  0.021
P  3.679  -1.268  -0.029
P  0.960  -0.481  -0.131
H  -2.714  0.893  0.517
H  -2.725  -0.744  -0.035
H  -2.016  0.794  -1.795
H  -0.857  1.550  -0.771
H  -0.833  0.727  2.080
H  -1.724  -0.817  2.064
H  -0.765  -1.191  -1.712
H  0.374  -0.081  -2.365
H  0.592  -0.955  2.036

Summary:
energy above the lowest of the compared OMol25 structures with the same formula, charge and spin	0.0000	eV
orbital gap	8.121	eV
E_tot	-38119.7750	eV
HOMO	-0.31799	Eh

---

The following is a DFT calculation (ωB97M-V/def2-TZVPD) of a 2-piece molecular cluster, C4H9N5O overall.

Element x y z (Å)
C  -1.668  -0.685  0.065
C  1.539  -0.074  -0.938
C  -3.130  -0.702  0.007
C  1.943  1.864  0.500
N  1.619  -1.403  -0.848
N  2.271  -1.609  0.291
N  2.506  -0.513  0.918
N  2.030  0.519  0.143
N  -0.834  0.233  -0.134
O  -1.191  -1.935  0.345
H  1.088  0.357  -1.767
H  -3.527  -1.592  0.411
H  -3.458  0.223  0.437
H  -3.414  -0.566  -1.135
H  0.959  1.994  0.877
H  2.794  2.129  1.254
H  1.952  2.512  -0.364
H  -0.234  -1.941  0.469
H  -1.247  1.189  -0.529

Summary:
energy above the lowest of the compared OMol25 structures with the same formula, charge and spin	0.2283	eV
orbital gap	10.298	eV
E_tot	-13789.6635	eV
HOMO	-0.35594	Eh

---

The following is a DFT calculation (ωB97M-V/def2-TZVPD) of a 2-piece molecular cluster, C4H9NO overall.

Element x y z (Å)
C  -1.355  1.985  -1.108
C  -1.194  1.024  0.049
C  -0.009  0.550  0.471
N  0.115  -0.394  1.473
C  -0.667  -1.476  1.210
H  -0.372  2.558  -1.515
H  -1.619  1.455  -2.083
H  -2.200  2.713  -0.988
H  -1.734  0.863  1.041
H  0.988  0.914  0.023
H  -0.714  -2.187  2.050
H  -1.661  -1.402  0.555
H  3.076  -1.389  -0.553
H  1.795  -1.093  -1.362
O  2.624  -1.521  -1.402

Summary:
energy above the lowest of the compared OMol25 structures with the same formula, charge and spin	1.7945	eV
spin multiplicity	2
orbital gap (alpha / beta)	4.429 / 7.608	eV
total charge	-1
E_tot	-7828.1506	eV
HOMO (alpha / beta)	-0.00640 / -0.12666	Eh
<S²>	0.7580

---

The following is a DFT calculation (ωB97M-V/def2-TZVPD) of C4H9NO as an isolated structure.

Element x y z (Å)
C  -1.978  0.016  0.057
N  -0.612  0.067  0.536
C  0.364  -1.000  0.232
C  1.370  -0.046  -0.462
O  2.677  0.013  0.065
C  0.497  1.160  -0.143
H  -2.578  -0.699  0.635
H  -2.434  1.006  0.158
H  -2.008  -0.273  -1.005
H  -0.092  -1.733  -0.444
H  0.740  -1.523  1.119
H  1.486  -0.291  -1.526
H  2.630  0.681  0.765
H  -0.137  0.921  1.084
H  0.010  1.663  -0.985

Summary:
energy above the lowest of the compared OMol25 structures with the same formula, charge and spin	5.2879	eV
orbital gap	8.864	eV
E_tot	-7827.0320	eV
HOMO	-0.29255	Eh

---

The following is a DFT calculation (ωB97M-V/def2-TZVPD) of one molecule with the formula C4H9NO.

Element x y z (Å)
C  -1.109  0.022  1.021
C  -0.167  -0.358  -0.120
C  -0.862  -0.241  -1.471
N  1.039  0.467  -0.121
C  2.042  0.264  0.768
O  2.015  -0.562  1.661
H  -1.965  -0.661  1.045
H  -1.488  1.042  0.883
H  -0.588  -0.037  1.981
H  0.168  -1.390  0.038
H  -0.194  -0.505  -2.298
H  -1.229  0.782  -1.628
H  -1.728  -0.909  -1.504
H  1.160  1.167  -0.836
H  2.909  0.930  0.596

Summary:
energy above the lowest of the compared OMol25 structures with the same formula, charge and spin	0.3369	eV
orbital gap	10.717	eV
E_tot	-7831.9831	eV
HOMO	-0.35999	Eh